a:
This record from OMol25 describes a single C6H10O molecule. The level of theory is ωB97M-V with the def2-TZVPD basis set.

Structure (XYZ):
```
17
Properties=species:S:1:pos:R:3:nbo_charge:R:1
H 0.8307 -2.9687 -0.0713 0.186
H 0.9733 2.5815 0.6275 0.224
H -1.5411 0.0369 1.4941 0.173
H -0.5309 -1.8589 -1.7659 0.201
H -2.2668 0.9847 0.1786 0.198
C 0.3116 0.2649 -1.1496 -0.482
H 0.2641 1.7095 2.0054 0.220
O -1.6245 -0.8292 -0.4301 -0.536
H -0.3142 0.5027 -2.0173 0.244
C -1.4599 0.2759 0.4214 -0.134
H 1.7122 1.0820 1.1776 0.219
C -0.1048 0.7988 0.0956 0.091
C 0.7437 1.5847 1.0287 -0.664
H 1.3749 0.3398 -1.3869 0.223
C -0.2739 -1.2775 -0.8731 0.012
C 0.6582 -1.8976 -0.0231 -0.349
H 1.2476 -1.3296 0.6886 0.173
```

Properties
M in g mol⁻¹: 98.14
Charge: 0
Frontier orbital gap (alpha / beta) in eV: 7.146 / 8.885

b:
This record from OMol25 describes 2 unconnected molecules or ions with the total composition C6H10O. The level of theory is ωB97M-V with the def2-TZVPD basis set.

Structure (XYZ):
```
17
Properties=species:S:1:pos:R:3:nbo_charge:R:1
H 2.7574 0.1631 -0.9855 0.226
C 0.7729 -0.1684 -0.2065 -0.080
C -0.0011 -1.2381 0.4444 -0.221
O -1.1886 1.5624 1.3548 -0.939
H -2.1132 -1.7701 0.4526 0.223
H -1.5248 -0.5872 -1.8940 0.257
C -0.0867 0.5829 -0.9208 -0.148
H -0.2327 1.6292 1.4625 0.465
H -2.2953 0.6208 -0.8541 0.248
H 2.4467 0.9697 0.5537 0.218
H 0.1285 1.5293 -1.4067 0.217
C 2.2485 0.0574 -0.0215 -0.637
H -1.3149 0.6048 1.2319 0.472
C -1.3055 -1.1288 0.1190 -0.235
H 0.4334 -1.9918 1.0946 0.217
C -1.4410 -0.0566 -0.9317 -0.501
H 2.7163 -0.7787 0.5073 0.217
```

Properties
M in g mol⁻¹: 98.14
SMILES: CC1=CCC=C1.O
Charge: 0
Frontier orbital gap in eV: 9.458

Stability summary: most stable b, least stable a.

a:
This record from OMol25 describes 2 unconnected molecules or ions with the total composition C6H10O. The level of theory is ωB97M-V with the def2-TZVPD basis set.

Structure (XYZ):
```
17
Properties=species:S:1:pos:R:3:nbo_charge:R:1
H 0.5667 0.4616 1.9933 0.111
C -0.7494 -0.5256 -0.3240 -0.167
C -0.1819 -0.0305 2.6472 0.284
H 1.1960 0.2407 -3.0959 0.220
H 2.2579 1.0993 -0.9620 0.220
H -1.3986 0.3494 -0.2450 0.203
H -2.0950 -1.7655 0.7315 0.209
C 0.5460 0.5468 -2.2813 -0.405
C 1.1743 1.0474 -1.0192 -0.415
C -1.1421 -1.6775 0.2179 -0.419
C 0.5270 -0.3174 -1.0440 -0.279
H -0.5307 -2.5757 0.1523 0.193
H 1.1945 -1.1771 -1.0498 0.219
O -1.1306 0.5571 3.1017 -0.517
H 0.6572 1.8322 -0.4720 0.216
H 0.0040 -1.1045 2.8489 0.110
H -0.3939 0.9896 -2.6005 0.216
```

Properties
M in g mol⁻¹: 98.14
SMILES: C=CC1CC1.C=O
Charge: 0
Frontier orbital gap in eV: 10.325

b:
This record from OMol25 describes a single C6H10O molecule. The level of theory is ωB97M-V with the def2-TZVPD basis set.

Structure (XYZ):
```
17
Properties=species:S:1:pos:R:3:nbo_charge:R:1
H -0.8102 0.1090 -2.5631 0.209
C -0.6116 0.4453 1.6423 -0.312
H 1.0460 1.5292 2.4222 0.166
H 0.1019 -2.3943 -1.8924 0.207
H -0.2133 2.8170 3.6365 0.479
H 1.4387 -1.4923 -1.2748 0.200
C -0.3650 -1.0283 -0.3267 -0.159
C 0.1281 -0.4475 0.7710 -0.220
H -1.6901 0.4738 1.5291 0.217
H 1.1963 -0.6052 0.9416 0.192
H 0.9401 0.5251 -2.4334 0.211
C 0.3910 -1.3862 -1.5852 -0.436
H -1.4483 -1.0322 -0.4518 0.177
O -0.7496 2.0997 3.2955 -0.682
C -0.0104 1.2829 2.4812 0.144
H 0.4440 -0.6311 -3.5954 0.209
C 0.2123 -0.2647 -2.5965 -0.600
```

Properties
M in g mol⁻¹: 98.14
SMILES: CC/C=C/C=C/O
Charge: 0
Frontier orbital gap in eV: 8.678

Stability summary: most stable b, least stable a.

a:
This record from OMol25 describes 2 unconnected molecules or ions with the total composition C6H10O. The level of theory is ωB97M-V with the def2-TZVPD basis set.

Structure (XYZ):
```
17
Properties=species:S:1:pos:R:3:nbo_charge:R:1
H -0.0571 -2.1289 -0.1960 0.220
C -0.4460 -1.1708 -0.5534 -0.425
H 2.4557 -0.7004 -1.2642 0.121
H 2.6104 1.2443 1.4005 0.024
H -2.1270 1.4743 0.6551 0.216
O 2.4102 -0.9712 0.7334 -0.513
H -2.0810 1.0630 -1.0640 0.206
C -1.6465 -0.6414 0.2258 -0.382
C 0.5388 -0.0323 -0.3485 -0.119
H -0.6631 -1.2683 -1.6281 0.207
H -2.5863 -1.1445 -0.0121 0.211
H 0.3193 2.1092 -0.0081 0.220
C 1.9330 -0.5468 -0.2966 0.429
H -1.4297 -0.7813 1.2922 0.207
C -1.6085 0.8620 -0.0901 -0.437
H 2.7343 1.8701 1.0188 -0.028
C -0.1086 1.1176 -0.1411 -0.157
```

Properties
M in g mol⁻¹: 98.14
SMILES: O=CC1=CCCC1.[H][H]
Charge: 0
Frontier orbital gap in eV: 10.511

b:
This record from OMol25 describes a molecular structure, C6H10O. The level of theory is ωB97M-V with the def2-TZVPD basis set.

Structure (XYZ):
```
17
Properties=species:S:1:pos:R:3:nbo_charge:R:1
H 0.6730 -0.4441 2.9936 0.217
C -1.1188 -0.1205 -0.5704 -0.243
H 1.8581 0.5609 -0.9867 0.470
H -1.5535 -0.4861 1.5916 0.212
O 1.1524 1.2124 -1.0740 -0.694
H -0.5493 -2.0725 -1.4501 0.201
C 0.5151 -0.0534 1.9713 -0.165
H -1.4252 -1.0304 -2.5684 0.224
C 0.4077 1.0963 0.0578 0.143
C -0.6464 -0.5415 1.0234 -0.430
H -0.3497 -1.5430 0.7468 0.218
H -0.2956 1.9135 0.2040 0.174
H -1.4883 0.8145 -1.0051 0.208
H 2.0819 1.4663 1.6394 0.230
H 0.2364 -0.6327 -2.1770 0.208
C -0.6959 -1.0216 -1.7332 -0.669
C 1.1979 0.8818 1.3371 -0.303
```

Properties
M in g mol⁻¹: 98.14
Charge: 0
Frontier orbital gap in eV: 8.240

Stability summary: most stable a, least stable b.

a:
This record from OMol25 describes 2 unconnected molecules or ions with the total composition C6H10O. The level of theory is ωB97M-V with the def2-TZVPD basis set.

Structure (XYZ):
```
17
Properties=species:S:1:pos:R:3:nbo_charge:R:1
H 3.3720 0.1263 1.0637 0.213
C 2.4738 0.4404 0.5188 -0.647
H 0.3462 2.3001 -1.0537 0.000
H 1.9035 1.1203 1.1568 0.224
H -0.1965 -1.7775 0.0144 0.171
C -2.4207 0.2198 -0.5226 -0.187
H -0.1913 1.8655 -0.7841 -0.003
C -1.8117 0.0191 0.8098 0.054
H -2.2546 0.4332 1.7150 0.181
C -2.5074 -0.9810 -0.0271 -0.209
H 2.1416 -1.5683 -0.3890 0.203
H 2.8119 1.0025 -0.3616 0.213
C 1.6452 -0.7446 0.1188 -0.271
C 0.3398 -0.8861 0.3380 0.118
H -2.6276 0.9045 -1.3321 0.232
H -2.8389 -2.0033 -0.1387 0.230
O -0.4060 0.0336 1.0084 -0.523
```

Properties
M in g mol⁻¹: 98.14
SMILES: C/C=C\OC1C=C1.[H][H]
Charge: 0
Frontier orbital gap in eV: 9.477

b:
This record from OMol25 describes a single C6H10O molecule. The level of theory is ωB97M-V with the def2-TZVPD basis set.

Structure (XYZ):
```
17
Properties=species:S:1:pos:R:3:nbo_charge:R:1
C -0.0704 -0.7639 1.0316 -0.442
H -1.8269 1.5188 -1.0526 0.232
H 3.0135 0.3477 -0.0379 0.225
H -0.6813 -0.7463 -2.1785 0.231
H -0.1602 -1.8054 1.3517 0.217
C 0.9603 -0.5891 -0.0905 -0.163
H 0.0625 -0.1261 1.9168 0.198
H 1.8469 1.2287 0.9331 0.214
H 1.6269 1.2913 -0.7525 0.220
H 1.3925 -1.4973 -0.5111 0.219
C -1.2042 -0.3560 0.1104 0.244
H -0.1684 1.7040 -0.3391 0.200
C 1.9393 0.5691 0.0577 -0.655
C -0.9719 0.9773 -0.6345 -0.480
C -0.4576 -0.3146 -1.1772 -0.238
O -2.4722 -0.8949 0.2727 -0.691
H -2.8287 -0.5434 1.0997 0.470
```

Properties
M in g mol⁻¹: 98.14
SMILES: C[C@H]1C[C@@]2(O)C[C@@H]12
Charge: 0
Frontier orbital gap in eV: 10.113

Stability summary: most stable b, least stable a.

a:
This record from OMol25 describes a molecular structure, C5H3N. The level of theory is ωB97M-V with the def2-TZVPD basis set.

Structure (XYZ):
```
9
Properties=species:S:1:pos:R:3:nbo_charge:R:1
C 0.4718 -0.0196 0.3073 -0.468
H -1.4495 -0.4887 -0.9154 0.243
H 0.2451 0.6638 1.1277 0.246
C 1.2185 -1.2451 0.7231 0.273
C -0.5521 -1.9919 0.4005 -0.034
C 0.2865 -2.4608 1.3462 -0.047
C -0.7236 -0.8166 -0.1990 -0.244
N 2.0755 -2.0880 0.6991 -0.216
H 0.9962 0.5234 -0.4790 0.246
```

Properties
M in g mol⁻¹: 77.09
Charge: 0
Frontier orbital gap (alpha / beta) in eV: 7.724 / 7.727

b:
This record from OMol25 describes a single C5H3N molecule. The level of theory is ωB97M-V with the def2-TZVPD basis set.

Structure (XYZ):
```
9
Properties=species:S:1:pos:R:3:nbo_charge:R:1
C 0.6868 0.8281 1.2390 -0.220
H -0.3506 0.3277 -1.6641 0.260
N -1.2884 -0.7796 -0.3088 -0.522
H 0.2985 -1.3687 -1.6316 0.252
C 0.7672 0.0557 0.1217 0.038
C -0.0606 -0.4773 -0.9920 -0.291
C 1.9348 0.3694 0.9804 -0.062
C -2.1421 -0.5454 0.4144 0.303
H 0.1545 1.5902 1.8411 0.241
```

Properties
M in g mol⁻¹: 77.09
Charge: 0
Frontier orbital gap in eV: 9.611

Stability summary: most stable b, least stable a.

a:
This record from OMol25 describes a single C5H3N molecule. The level of theory is ωB97M-V with the def2-TZVPD basis set.

Structure (XYZ):
```
9
Properties=species:S:1:pos:R:3:nbo_charge:R:1
C -1.0310 -0.8670 0.7190 -0.201
C 2.9567 -0.3544 -0.9452 0.356
C 0.4992 0.4195 -0.2852 -0.093
H -1.9171 0.8585 -0.2772 0.202
H -1.7839 -1.4149 1.1027 0.223
C -1.1020 0.1973 -0.3061 -0.126
H 0.5380 1.4433 -0.2161 0.216
N 1.7668 -0.0738 -0.7945 -0.558
C 0.0735 -0.2087 1.0025 -0.019
```

Properties
M in g mol⁻¹: 77.09
Charge: 0
Frontier orbital gap (alpha / beta) in eV: 8.943 / 8.942

b:
This record from OMol25 describes a single C5H3N molecule. The level of theory is ωB97M-V with the def2-TZVPD basis set.

Structure (XYZ):
```
9
Properties=species:S:1:pos:R:3:nbo_charge:R:1
H -0.6754 -0.9922 2.1139 0.230
H -1.8502 0.1699 -1.9150 0.232
C -0.8446 -0.8523 1.0839 -0.257
C -1.2960 -0.3637 0.0417 -0.068
C 0.2327 0.6738 -1.2478 0.060
N 1.0024 0.5996 -0.2687 -0.235
C 1.7384 0.2696 0.6017 0.117
H 2.7212 0.2832 0.8548 0.213
C -1.0285 0.2121 -1.2644 -0.292
```

Properties
M in g mol⁻¹: 77.09
Charge: 0
Frontier orbital gap (alpha / beta) in eV: 8.401 / 8.401

c:
This record from OMol25 describes a single C5H3N molecule. The level of theory is ωB97M-V with the def2-TZVPD basis set.

Structure (XYZ):
```
9
Properties=species:S:1:pos:R:3:nbo_charge:R:1
N 0.9292 0.0783 1.8773 -0.244
C -0.4241 -2.0304 1.1601 0.172
C -0.3826 -1.4543 0.0640 -0.432
H -1.5436 -0.2852 -1.1881 0.236
H -0.0158 1.7949 -0.5384 0.267
C 0.3180 0.8000 -0.4193 -0.590
H 1.0827 0.8027 -1.2393 0.291
C 0.6625 0.6160 0.9169 0.247
C -0.6263 -0.3221 -0.6332 0.053
```

Properties
M in g mol⁻¹: 77.09
Charge: 0
Frontier orbital gap in eV: 8.318

d:
This record from OMol25 describes a molecular structure, C5H3N. The level of theory is ωB97M-V with the def2-TZVPD basis set.

Structure (XYZ):
```
9
Properties=species:S:1:pos:R:3:nbo_charge:R:1
C -1.8458 -0.4048 -0.3027 -0.091
C 0.5946 -0.8590 0.3416 -0.272
C -0.5883 0.7937 0.0275 0.494
C 0.7925 0.4840 -0.2900 -0.512
N -1.7529 0.9992 0.3152 -0.322
H 1.1945 -1.4180 1.0562 0.238
C -0.8128 -1.2252 0.0137 -0.050
H 1.5148 1.2401 0.1891 0.263
H 0.9034 0.3901 -1.3506 0.253
```

Properties
M in g mol⁻¹: 77.09
Charge: 0
Frontier orbital gap (alpha / beta) in eV: 7.572 / 7.139

Stability summary: most stable c, least stable d.

a:
This record from OMol25 describes a single C4H6N2 molecule. The level of theory is ωB97M-V with the def2-TZVPD basis set.

Structure (XYZ):
```
12
Properties=species:S:1:pos:R:3:nbo_charge:R:1
C -0.6765 -0.0519 -0.0742 0.099
H -2.7743 -0.1906 -0.2786 0.373
N -2.0156 0.1943 0.2585 -0.812
H -0.2221 -2.2724 -0.1826 0.224
C 1.4184 -0.8337 0.0419 -0.046
N 1.4682 0.5278 0.0351 -0.511
H 2.3175 -1.4127 0.1933 0.208
H -2.0577 1.1878 0.4382 0.373
H 2.2641 1.0940 0.2788 0.410
C 0.1895 1.0185 -0.0927 -0.180
H -0.0178 1.9821 -0.5344 0.207
C 0.1063 -1.2432 -0.0834 -0.344
```

Properties
M in g mol⁻¹: 82.11
SMILES: Nc1cc[nH]c1
Charge: 0
Frontier orbital gap in eV: 8.662

b:
This record from OMol25 describes a single C4H6N2 molecule. The level of theory is ωB97M-V with the def2-TZVPD basis set.

Structure (XYZ):
```
12
Properties=species:S:1:pos:R:3:nbo_charge:R:1
H -0.4517 -1.2065 -1.2596 0.220
C -0.0661 -1.4415 1.6427 -0.635
H -0.8806 -1.1888 2.3058 0.218
C 0.7369 1.6433 -0.1126 0.164
H 1.0580 2.6660 -0.1824 0.200
C 0.1330 -0.2882 0.6760 0.102
H -0.4081 -2.3436 1.1743 0.215
H 0.3145 1.1734 -2.1793 0.420
H 0.8309 -1.5545 2.2536 0.226
N 0.3455 0.8647 -1.1793 -0.535
C -0.0578 -0.3736 -0.6827 -0.130
N 0.5873 0.9820 1.0229 -0.465
```

Properties
M in g mol⁻¹: 82.11
SMILES: Cc1c[nH]cn1
Charge: 0
Frontier orbital gap in eV: 9.523

c:
This record from OMol25 describes a single C4H6N2 molecule. The level of theory is ωB97M-V with the def2-TZVPD basis set.

Structure (XYZ):
```
12
Properties=species:S:1:pos:R:3:nbo_charge:R:1
H 0.1815 0.7455 -3.0586 0.217
N -1.4075 -0.1505 -1.8513 -0.250
H -0.1303 1.0613 1.8055 0.220
C 0.0632 -0.4285 0.2395 0.278
H 0.4236 -0.5294 2.3647 0.225
H 0.6458 -2.1516 0.7101 0.329
C 0.4889 0.1969 1.5496 -0.686
C -0.3693 0.4638 -2.1706 0.077
H -1.0245 1.3938 -0.2885 0.185
H 1.5273 0.5425 1.4874 0.233
N 0.2075 -1.6538 -0.0674 -0.611
C -0.5988 0.4946 -0.7372 -0.217
```

Properties
M in g mol⁻¹: 82.11
SMILES: [H]/N=C(\C)[C@H]1C=N1
Charge: 0
Frontier orbital gap in eV: 10.908

Stability summary: most stable b, least stable c.

a:
This record from OMol25 describes 2 unconnected molecules or ions with the total composition C4H6N2. The level of theory is ωB97M-V with the def2-TZVPD basis set.

Structure (XYZ):
```
12
Properties=species:S:1:pos:R:3:nbo_charge:R:1
C 0.5705 0.9794 -0.6764 -0.674
H 1.1726 -0.4033 1.0540 0.290
H 1.6428 0.7743 -0.6750 0.238
C 0.2288 -1.5703 -0.0286 0.297
H -1.8157 0.5969 -0.6219 0.353
H 0.1385 0.5910 -1.6152 0.203
N -1.5673 0.3898 0.3479 -0.550
C -0.8811 -0.8944 0.5571 -0.208
C -0.1343 0.4092 0.5343 0.071
H -1.1688 -1.3720 1.4881 0.252
N 1.3907 -1.5666 0.2955 -0.510
H 0.4233 2.0660 -0.6598 0.238
```

Properties
M in g mol⁻¹: 82.11
Charge: 0
Frontier orbital gap (alpha / beta) in eV: 8.381 / 8.382

b:
This record from OMol25 describes a molecular structure, C4H6N2. The level of theory is ωB97M-V with the def2-TZVPD basis set.

Structure (XYZ):
```
12
Properties=species:S:1:pos:R:3:nbo_charge:R:1
H 1.6307 0.7874 -0.0949 0.193
H -1.5456 0.3301 1.6597 0.254
C 1.4496 -0.2012 -0.5381 -0.447
C -1.4470 -0.7010 -0.8664 0.182
H -0.9975 1.6368 0.5899 0.239
C -0.6956 0.7099 1.0767 -0.688
H 0.1428 0.8597 1.7616 0.241
C -0.4394 -0.4359 0.1522 0.356
N 0.5631 -1.2229 0.1654 -0.508
H 1.1312 -0.0655 -1.5911 0.186
N -2.0930 -0.8619 -1.8133 -0.252
H 2.3008 -0.8353 -0.5016 0.245
```

Properties
M in g mol⁻¹: 82.11
Charge: 0
Frontier orbital gap in eV: 8.054

c:
This record from OMol25 describes a single C4H6N2 molecule. The level of theory is ωB97M-V with the def2-TZVPD basis set.

Structure (XYZ):
```
12
Properties=species:S:1:pos:R:3:nbo_charge:R:1
N -0.2737 -1.1211 0.0759 -0.606
C -1.1374 -0.0772 -0.4900 -0.213
H -0.1142 1.8665 0.1105 0.230
C -0.4427 0.9013 0.4870 -0.409
H 0.0110 -1.9481 -0.4363 0.386
H -0.9619 0.9885 1.4395 0.217
C 0.6500 -0.1585 0.5303 0.127
H -2.2081 -0.2438 -0.3607 0.196
N 1.6543 0.4405 -0.6680 -0.609
H -0.9053 0.1517 -1.5372 0.192
H 1.2338 -0.3991 1.4226 0.215
C 2.4940 -0.4009 -0.5736 0.273
```

Properties
M in g mol⁻¹: 82.11
Charge: 0
Frontier orbital gap in eV: 10.923

d:
This record from OMol25 describes 2 unconnected molecules or ions with the total composition C4H6N2. The level of theory is ωB97M-V with the def2-TZVPD basis set.

Structure (XYZ):
```
12
Properties=species:S:1:pos:R:3:nbo_charge:R:1
H -0.5851 -0.9599 2.0808 -0.017
H 1.8390 -1.1861 -0.8710 0.387
C 0.2601 -0.2874 0.3803 0.214
H 2.0877 1.0549 -0.1445 0.230
N 1.4374 -1.0436 0.0577 -0.575
C 1.5774 0.3077 0.6105 -0.238
H -1.6855 -0.3115 0.1828 0.262
C 2.2897 0.3862 1.8784 0.273
N 2.9026 0.5012 2.8275 -0.297
H -1.1412 1.3542 -0.1039 0.238
C -0.9114 0.1990 -0.3480 -0.710
H -0.9592 0.0443 -1.4722 0.233
```

Properties
M in g mol⁻¹: 82.11
Charge: 0
Frontier orbital gap (alpha / beta) in eV: 8.631 / 8.911

Stability summary: most stable c, least stable a.